ORCA calculation (the ωB97M-V functional and the def2-TZVPD basis) on 2 unconnected molecules or ions with the total composition C6H12ClNO2 in a non-equilibrium geometry.

Calculated values
**Lowest unoccupied orbital energy**: 0.7 eV
**Kohn-Sham gap**: 9.16 eV
**SMILES**: CC(C)=[N+]([O-])O.C=C(C)Cl
**Energy above the lowest of the compared OMol25 structures with the same formula, charge and spin**: 91.5 kcal/mol

```
22
Properties=species:S:1:pos:R:3:forces:R:3:lowdin_charge:R:1
C 1.997 -0.617 -0.093 -0.1 0.1 -0.3 -0.0248
C 0.974 0.341 0.426 0.9 0.2 0.7 -0.3348
C 0.577 0.246 1.859 -0.2 0.2 0.0 -0.0338
N 0.714 1.389 -0.276 -0.5 0.3 0.2 -0.2975
O 1.052 1.649 -1.439 0.3 0.4 -0.8 -0.0468
O -0.127 2.353 0.322 -0.1 -0.2 0.5 0.0515
H 2.292 -0.347 -1.104 0.0 0.0 0.0 0.0824
H 2.878 -0.586 0.549 0.1 0.0 0.1 0.0924
H 1.618 -1.636 -0.086 0.0 0.0 0.0 0.0310
H -0.294 0.858 2.070 0.0 -0.1 0.1 0.0714
H 1.399 0.584 2.492 0.1 0.0 0.0 0.0945
H 0.365 -0.790 2.113 0.0 -0.1 0.0 0.0772
H -0.233 3.048 -0.348 0.4 -0.4 -0.3 0.1222
C -2.070 -0.446 0.509 0.0 -0.1 0.0 -0.0442
C -1.325 -1.047 -0.402 -0.9 -0.2 -0.3 -0.7888
C -1.125 -0.590 -1.805 0.1 0.0 -0.1 -0.1118
Cl -0.700 -2.643 -0.074 0.0 -0.2 0.1 0.6867
H -2.504 0.520 0.315 0.0 0.2 -0.2 0.0738
H -2.243 -0.864 1.483 0.0 -0.2 0.2 0.0644
H -1.541 -1.322 -2.496 -0.1 -0.1 0.0 0.0812
H -0.073 -0.462 -2.058 0.0 0.0 0.0 0.0668
H -1.632 0.361 -1.954 0.0 0.1 0.0 0.0871
```
Forces are in eV/Å.